ORCA calculation (ωB97M-V/def2-TZVPD) on a gas-phase ion, C10H12NO (charge +1) in a non-equilibrium geometry.

ΔE to the lowest compared entry with this formula, charge and spin: 164.1 kJ/mol
Orbital gap (spin up / spin down): 7.93 / 7.93 eV
F_max: 4.6 eV/A
E_tot: -517.92270 Eh
LUMO level (spin up / spin down): -5.230 / -5.229 eV
E_HOMO (spin up / spin down): -13.158 / -13.158 eV
Structure (SMILES): CC(=O)[C@@H]1C=CC2=[NH+]CCC2=C1
Net charge: +1

Atoms and positions in Å:
H 1.69334 2.20169 -0.54320
C 0.71057 0.22823 -0.58784
H 1.18907 2.16409 2.06028
H -1.65684 1.90225 -0.17885
H 0.00367 -1.85412 1.80388
H -1.87704 0.03883 -0.16153
C 0.95038 -1.38875 -2.27734
N 0.88980 -0.00715 -1.88647
C 1.08419 1.43733 0.01926
H 1.02059 -2.96993 -0.65354
H -0.09540 0.41061 3.05833
C -0.12317 0.36305 1.89555
C -2.06409 1.03982 0.36814
C -0.01065 -0.96352 1.31107
O -1.85327 1.84619 2.51059
C 0.34263 -1.00705 0.00940
H -0.59164 -2.63725 -1.10669
C -1.45521 1.13136 1.61311
C 0.38244 -2.10889 -1.01213
H 0.45274 -1.54802 -3.23612
H 2.02003 -1.72435 -2.37201
C 0.82152 1.47573 1.30875
H 1.21502 0.55432 -2.58314
H -3.04868 1.41551 0.64051

Forces on atoms 1 to 2 (eV/Å):
H -0.7900 -0.9696 0.7232
C 0.6223 -0.5804 -3.6892

These are the Löwdin partial charges, in e, on atoms 1 to 6:
1 H 0.16
2 C -0.17
3 H 0.15
4 H 0.13
5 H 0.12
6 H 0.13

---

ORCA calculation (ωB97M-V/def2-TZVPD) on a gas-phase ion, C10H12NOS (charge -1) in a non-equilibrium geometry.

Orbital gap (spin up / spin down): 3.76 / 5.89 eV
F_max: 5.3 eV/A
E_tot: -916.31033 Eh
LUMO level (spin up / spin down): 3.513 / 1.545 eV
<S²>: 2.0236
E_HOMO (spin up / spin down): -0.245 / -4.344 eV
Spin multiplicity: 3
Net charge: -1

Atoms and positions in Å:
C -2.90629 0.29099 -0.35354
H -2.08192 3.53278 0.23139
C 0.66790 -1.86361 1.02086
C -0.77218 1.92834 0.12028
H -3.79115 -0.50439 -0.18962
H 1.53583 -1.70702 1.60036
C -1.60928 -0.23077 -0.41986
C -3.14420 1.62984 -0.11072
C 1.94572 1.07872 0.31077
H -0.21088 -1.30414 1.44563
H 2.78053 -1.31314 -1.70768
O 2.34204 0.71912 1.39207
H -0.01662 2.48620 0.46488
S 2.42544 2.25524 -0.76242
H 0.38387 -1.75703 -1.19226
N 0.75942 0.20068 -0.29237
C 2.52443 -1.51232 -0.65018
C -2.01826 2.43635 0.11882
H 3.10388 -1.02727 0.12626
H -4.17976 2.04232 -0.07787
C 1.06240 -1.21332 -0.33398
H 0.22480 -2.94188 0.80420
C -0.54824 0.61196 -0.16696
H -1.43214 -1.29717 -0.75958
H 2.95468 -2.54044 -0.61845

Forces on atoms 1 to 2 (eV/Å):
C -3.6058 -3.8750 0.2937
H -0.4198 -0.5902 0.0370

These are the Löwdin partial charges, in e, on atoms 1 to 6:
1 C -0.21
2 H 0.09
3 C -0.06
4 C -0.12
5 H 0.10
6 H 0.04

---

ORCA calculation (ωB97M-V/def2-TZVPD) on a gas-phase ion, C10H12NS (charge +1) in a non-equilibrium geometry.

ΔE to the lowest compared entry with this formula, charge and spin: 413.7 kJ/mol
Orbital gap: 7.08 eV
F_max: 4.7 eV/A
E_tot: -840.79116 Eh
LUMO level: -4.804 eV
E_HOMO: -11.882 eV
Structure (SMILES): [NH2+]=Cc1ccccc1C1(S)CC1
Net charge: +1

Atoms and positions in Å:
C -0.42708 1.47321 -0.23146
H 2.94787 0.14872 -1.06407
H 0.12898 3.39107 -0.55325
H 3.53229 -2.59066 -0.39468
C -1.87948 -0.44246 -0.02878
C 1.99368 0.56016 -0.74258
H 1.54088 -2.14538 -1.57729
C -0.31993 0.07389 -0.22319
C 1.81424 1.97405 -0.84874
N 2.97385 -1.77697 -0.05428
C 0.48621 2.34992 -0.63004
S -2.79574 0.21060 -1.46527
C -2.26455 -1.80075 0.51557
H 2.61806 2.61029 -1.08017
C 1.88360 -1.61556 -0.70160
H -2.18752 -0.67417 2.22526
H -1.49242 -2.33051 0.84074
H -3.59544 -0.18937 1.15745
H 3.37642 -1.06467 0.61419
C 1.01458 -0.40196 -0.38452
H -3.08898 -2.37224 0.13551
H -3.34289 1.35922 -0.86267
C -2.65587 -0.58906 1.28900
H -1.40821 1.86360 0.15378

Forces on atoms 1 to 2 (eV/Å):
C -2.7489 -1.7717 1.2164
H -0.0150 0.8820 0.1733

These are the Löwdin partial charges, in e, on atoms 1 to 6:
1 C -0.13
2 H 0.10
3 H 0.14
4 H 0.18
5 C -0.65
6 C -0.07

---

ORCA calculation (ωB97M-V/def2-TZVPD) on a molecular structure, C10H12O in a non-equilibrium geometry.

ΔE to the lowest compared entry with this formula, charge and spin: 659.9 kJ/mol
Orbital gap: 9.70 eV
F_max: 12.9 eV/A
E_tot: -463.23390 Eh
LUMO level: 0.751 eV
E_HOMO: -8.954 eV

Atoms and positions in Å:
C 0.08221 0.29367 0.01444
C 0.14910 -0.69106 -2.00861
C 0.50171 1.54788 2.22893
H 0.74538 -2.54696 -1.63213
H -1.17867 0.03643 3.45504
H 2.09829 0.39566 -0.61254
H -0.72807 -0.81444 -2.95753
C -1.40259 -1.44925 -0.10909
C 1.09391 1.07198 -0.83381
C -1.10068 -0.36394 2.09608
C -0.14449 0.47127 1.37421
O 1.08491 -1.72694 -2.21204
H 0.50750 1.42226 3.41120
H 1.15816 2.39862 -0.39493
H -2.47540 -1.82354 1.78049
C 0.66498 0.64557 -2.19995
H 1.34401 0.39066 -2.96842
H 1.45958 1.26477 2.23951
C -0.46070 -0.57563 -0.63297
H -1.76667 -2.38666 -0.49385
H 0.04633 1.22320 -2.60616
C -1.71542 -1.32705 1.19815
H 0.03663 2.54348 1.86397

Forces on atoms 1 to 2 (eV/Å):
C 5.3861 9.2901 6.1073
C -5.2503 -1.7535 -2.8743

These are the Löwdin partial charges, in e, on atoms 1 to 6:
1 C -0.26
2 C -0.37
3 C -0.09
4 H 0.17
5 H 0.21
6 H 0.18

---

ORCA calculation (ωB97M-V/def2-TZVPD) on 2 unconnected molecules or ions with the total composition C10H12OSi in a non-equilibrium geometry.

ΔE to the lowest compared entry with this formula, charge and spin: 215.0 kJ/mol
Orbital gap: 8.68 eV
F_max: 3.3 eV/A
E_tot: -752.86922 Eh
LUMO level: -0.401 eV
E_HOMO: -9.078 eV
Structure (SMILES): O=[SiH]c1ccccc1.C=C=CC

Atoms and positions in Å:
H -2.57822 2.30544 -1.17745
C 2.47160 -0.12009 1.27169
H 0.97616 -2.80513 1.64665
O 0.57967 -3.20720 -0.95078
H -0.95044 -0.65884 1.17972
C -1.71961 0.60426 -0.28018
C 2.06158 1.25246 -1.09739
H 2.18956 1.72353 -2.04478
H 3.27275 2.80827 -0.06909
H -3.38569 -1.68832 0.99945
H -2.99201 -1.76612 -0.79943
C -1.81853 1.50469 -1.25972
H -1.93623 -2.64043 0.36505
C 2.99078 1.13485 1.03351
C 1.80793 -0.72912 0.22488
C -2.60287 -1.69385 0.20204
H 1.11623 -0.47264 -1.75246
H 3.74985 1.45894 1.75068
H -1.02746 1.58477 -2.01899
H 2.74706 -0.64841 2.13943
C 1.51686 0.04002 -0.87293
Si 1.12137 -2.52265 0.27762
C 2.73496 1.86825 -0.07903
C -1.63730 -0.55515 0.34026

Forces on atoms 1 to 2 (eV/Å):
H 0.7146 -0.3652 -0.1104
C 0.3369 -0.0730 -1.2831

These are the Löwdin partial charges, in e, on atoms 1 to 6:
1 H 0.06
2 C -0.10
3 H -0.04
4 O -0.35
5 H 0.08
6 C -0.10

---

ORCA calculation (ωB97M-V/def2-TZVPD) on C10H12S in the gas phase in a non-equilibrium geometry.

ΔE to the lowest compared entry with this formula, charge and spin: 145.5 kJ/mol
Orbital gap: 8.59 eV
F_max: 4.2 eV/A
E_tot: -786.33400 Eh
LUMO level: 0.911 eV
E_HOMO: -7.678 eV
Structure (SMILES): CC1(C)[C@@H]2Cc3cscc3[C@@H]21

Atoms and positions in Å:
H 3.03509 2.38124 -0.61905
C 1.79309 0.58825 -0.49956
H 3.67933 -1.97430 0.53995
C -0.28347 -0.80033 -0.94742
H 1.38669 -2.16107 -1.38436
C 1.95505 -0.77348 -0.10967
C -0.40226 0.30471 1.42000
H -2.72750 0.09031 0.02188
H 0.66928 0.17300 1.82326
C -0.69091 0.26634 -0.00335
H -2.18296 1.68237 0.30260
C 0.90614 -1.66603 -0.51867
H -2.20884 1.05613 -1.27807
H -0.89282 -0.88018 -1.87013
H -0.61612 1.22228 1.98626
C -2.02596 0.86682 -0.26531
S 4.19598 0.35960 0.19987
C 3.17578 -1.09375 0.35918
H -1.00203 -0.45620 1.91544
H 0.00062 1.61026 -1.68447
C 2.91170 1.31815 -0.30364
H 0.69438 -2.50300 0.25751
C 0.44607 0.87686 -0.93300

Forces on atoms 1 to 2 (eV/Å):
H 0.0520 -1.0840 0.5856
C -0.3171 -0.0470 0.2698

These are the Löwdin partial charges, in e, on atoms 1 to 6:
1 H 0.10
2 C -0.33
3 H 0.04
4 C -0.04
5 H 0.13
6 C -0.39